Record 1
{"formula": "C17H25NO4", "method": "ωB97M-V/def2-TZVPD", "homo_lumo_gap_ev": 8.779, "e_tot_ha": -1018.47722, "homo_energy_ha": -0.296, "relative_energy_ev": 2.067, "elements": ["O", "O", "O", "O", "N", "C", "C", "C", "C", "C", "C", "C", "C", "C", "C", "C", "C", "C", "C", "C", "C", "C", "H", "H", "H", "H", "H", "H", "H", "H", "H", "H", "H", "H", "H", "H", "H", "H", "H", "H", "H", "H", "H", "H", "H", "H", "H"], "coordinates": [[-1.91698, 0.84774, -1.12522], [4.37120, -0.89755, 1.46584], [4.18755, -2.07048, -0.50939], [-3.97510, -1.83558, -0.09761], [0.11054, 2.77619, -0.14506], [1.56002, 2.88454, -0.17926], [3.61394, -0.17739, 0.57845], [-0.57622, 0.56886, 0.89175], [3.01902, 1.04787, 0.74957], [-3.08142, 0.19176, 0.92614], [3.50266, -0.88705, -0.61717], [2.19474, 0.85782, -1.51326], [2.29351, 1.56988, -0.32521], [-0.44688, 2.09680, 1.01296], [-5.37374, -0.69756, 1.39981], [-4.91161, 0.29692, -0.84368], [-4.30947, -0.51422, 0.31276], [-1.59738, -1.36702, -0.33617], [-2.87202, -1.92364, -0.96732], [2.79497, -0.38657, -1.68266], [-1.80339, 0.09684, 0.07410], [4.73937, -2.07951, 0.78876], [-4.17262, 0.50115, -1.61223], [-6.25626, -1.16280, 0.97053], [1.87804, 3.38820, 0.73738], [4.36320, -2.95425, 1.34345], [-0.77881, -1.42644, -1.05353], [1.62989, 1.27751, -2.33252], [-1.43375, 2.53584, 1.20701], [3.11106, 1.58319, 1.68021], [-0.20939, 2.31700, -0.99261], [-2.87325, -0.27872, 1.88870], [-3.06949, -1.39929, -1.91050], [-5.29949, 1.24108, -0.46931], [-5.64767, 0.26128, 1.83105], [-4.99289, -1.34781, 2.18249], [1.80396, 3.53329, -1.02664], [-3.33298, 1.23893, 1.10976], [5.83801, -2.13916, 0.72236], [-1.34171, -1.94949, 0.54946], [0.32472, 0.18353, 0.41162], [2.71319, -0.93474, -2.60597], [-0.63407, 0.13209, 1.88943], [0.18305, 2.33413, 1.87361], [-5.72925, -0.26612, -1.28773], [-2.23821, 1.72798, -0.89720], [-2.75959, -2.99002, -1.17690]], "atomic_forces_ev_per_a": [[0.0023, 0.2227, -0.3581], [-0.2495, 0.4750, 0.0396], [-0.2682, 0.1852, -0.3991], [-0.1550, 0.0185, 0.2099], [-0.1239, 0.1424, -0.3221], [-0.0649, 0.0247, -0.1267], [-0.0795, -0.2909, -0.5202], [-0.1689, 0.1369, -0.2429], [0.1375, -0.1980, -0.0225], [-0.0403, -0.2747, -0.4078], [-0.0222, 0.3594, 0.4849], [0.0358, 0.1684, 0.1384], [0.0890, 0.0571, -0.0438], [-0.1394, -0.2525, -0.0006], [0.3286, -0.0612, -0.3326], [0.1862, -0.3433, 0.0487], [-0.2754, 0.4398, 0.3151], [-0.5560, 0.3068, -0.1647], [0.4158, -0.1060, -0.1440], [0.1674, -0.2642, 0.1277], [0.4104, -0.4471, 0.8720], [0.7314, -0.9509, 0.4817], [-0.0246, 0.0521, -0.0704], [-0.1455, -0.0330, -0.0420], [0.0668, 0.0346, -0.0815], [0.0093, 0.2361, -0.1399], [0.1221, 0.0095, 0.0081], [-0.0796, 0.0589, -0.1049], [0.0519, -0.0488, 0.1846], [0.0034, 0.1070, 0.1528], [0.0610, 0.0675, 0.1052], [0.0106, 0.0270, 0.0552], [-0.0104, -0.0733, 0.0302], [-0.0391, 0.1281, 0.0266], [-0.0525, 0.1201, 0.0535], [0.0558, -0.0503, 0.1138], [0.0914, -0.0018, 0.1299], [-0.0023, 0.0698, 0.0852], [-0.2613, 0.0871, -0.0263], [0.0532, -0.0257, 0.0378], [-0.0089, -0.0614, 0.0533], [-0.0050, -0.0803, -0.1390], [0.0005, -0.0969, 0.0470], [-0.0822, 0.0580, 0.0252], [-0.1286, -0.0336, -0.0133], [-0.0677, -0.0098, -0.0402], [0.0204, 0.1108, -0.0837]], "nbo_charge": [-0.739, -0.492, -0.479, -0.542, -0.632, -0.235, 0.302, -0.437, -0.293, -0.459, 0.213, -0.232, -0.033, -0.229, -0.608, -0.655, 0.269, -0.437, -0.066, -0.241, 0.265, 0.237, 0.227, 0.216, 0.192, 0.157, 0.221, 0.214, 0.182, 0.224, 0.366, 0.217, 0.170, 0.208, 0.205, 0.214, 0.206, 0.205, 0.157, 0.211, 0.221, 0.228, 0.209, 0.199, 0.217, 0.468, 0.192]}



Record 2
{"formula": "C6H9BrNO2", "method": "ωB97M-V/def2-TZVPD", "homo_lumo_gap_ev": 6.866, "e_tot_ha": -3013.20173, "homo_energy_ha": -0.131, "total_charge": -1, "relative_energy_ev": 3.629, "elements": ["Br", "O", "O", "N", "C", "C", "C", "C", "C", "C", "H", "H", "H", "H", "H", "H", "H", "H", "H"], "coordinates": [[3.54580, 0.70115, 0.12815], [-2.37594, 2.09861, -1.36931], [-3.12559, 3.02623, 0.52592], [-1.17254, 1.45761, 0.66805], [-2.42470, 2.43542, -0.23196], [-0.23010, 0.71801, 0.08211], [-0.70603, -1.79292, 0.72850], [1.95350, 1.81008, -0.01712], [-0.26207, -0.03033, -1.21760], [0.22372, -0.68466, 0.06658], [2.08143, 2.47116, -0.90662], [1.25647, -0.98935, 0.18454], [-1.62304, -1.36369, 0.90353], [-1.13234, -0.37747, -1.85506], [2.01158, 2.40866, 0.88367], [-0.83102, -2.66917, 0.13539], [-0.07690, -1.97803, 1.68472], [0.55163, 0.22895, -1.97340], [-1.21729, 1.62739, 1.61858]], "atomic_forces_ev_per_a": [[0.2458, -0.3600, -0.1642], [0.5002, 0.0204, -1.5781], [-0.0729, 0.9532, 1.4877], [0.0879, -0.0674, -3.2373], [0.3907, -1.9242, 0.2158], [-0.1304, 1.1766, -0.2829], [4.3592, 1.4179, 1.0493], [-1.5267, 0.0669, -0.4144], [1.3140, 0.3383, -2.1475], [-1.2896, -2.0343, 0.1798], [-0.0730, -0.5835, 0.5327], [0.1757, 0.5580, -0.2500], [-2.2118, 0.8419, 0.8237], [0.5100, 0.5497, 1.6709], [-0.2232, 0.2300, 0.1658], [0.2681, -0.7055, -0.4779], [-1.7211, -0.2878, -1.1835], [-0.9407, -0.1986, 1.3441], [0.3377, 0.0083, 2.2661]], "nbo_charge": [-0.142, -0.680, -0.690, -0.753, 0.970, 0.381, -0.599, -0.715, -0.468, -0.283, 0.169, 0.229, 0.208, 0.226, 0.159, 0.197, 0.197, 0.225, 0.367]}



Record 3
{"formula": "C21H27N3O2S", "method": "ωB97M-V/def2-TZVPD", "homo_lumo_gap_ev": 7.802, "e_tot_ha": -1529.40589, "homo_energy_ha": -0.297, "relative_energy_ev": 0.584, "elements": ["S", "O", "O", "N", "N", "N", "C", "C", "C", "C", "C", "C", "C", "C", "C", "C", "C", "C", "C", "C", "C", "C", "C", "C", "C", "C", "C", "H", "H", "H", "H", "H", "H", "H", "H", "H", "H", "H", "H", "H", "H", "H", "H", "H", "H", "H", "H", "H", "H", "H", "H", "H", "H", "H"], "coordinates": [[1.99097, -0.54164, 0.90423], [4.86862, 3.08009, -0.80444], [-0.48752, 2.51862, 0.55374], [5.91892, 1.08905, -0.48303], [-4.43731, 0.52482, 0.47154], [-0.82254, 0.44021, 1.38431], [-4.24093, 2.96211, 0.13310], [7.08231, -1.01391, -0.15956], [-4.87360, 1.65191, -0.32774], [3.57887, 1.27976, 0.00965], [-4.89337, -1.91627, -1.58536], [-3.04270, 0.17686, 0.32776], [-2.24143, 0.61888, 1.57168], [4.73198, -0.85794, 0.34819], [-4.40199, -3.21247, -0.95077], [-0.06101, 1.41244, 0.82718], [-5.92007, -1.17708, -0.72621], [7.06602, -2.33867, 0.22064], [-5.38298, -0.56298, 0.58255], [5.91872, -0.23691, -0.10674], [7.14971, 1.70118, -0.94227], [2.31442, 1.89898, 0.12898], [4.73860, -2.20255, 0.72876], [4.79892, 1.91673, -0.45701], [1.35134, 1.05548, 0.59884], [5.89508, -2.94220, 0.66730], [3.56498, -0.04770, 0.39198], [-0.44427, -0.48849, 1.48641], [7.91045, 1.67277, -0.16128], [2.12514, 2.92674, -0.12067], [-4.44752, 3.12284, 1.18801], [-4.92416, -1.34080, 1.19566], [-6.24744, -0.18093, 1.13928], [-4.65291, 1.50616, -1.40002], [7.97869, -2.91298, 0.16912], [7.51854, 1.20258, -1.83946], [-2.91403, -0.90239, 0.20582], [-3.16502, 2.96173, -0.01781], [-5.95796, 1.72961, -0.21529], [-4.04737, -1.26032, -1.79610], [-5.36152, -2.15708, -2.54361], [5.89674, -3.97989, 0.96178], [-3.89914, -3.02761, -0.00419], [-2.60446, 0.66990, -0.54858], [-6.36613, -0.38026, -1.32441], [-2.56461, 0.05126, 2.44613], [8.00963, -0.58493, -0.49965], [-5.23871, -3.88249, -0.76396], [3.81289, -2.64172, 1.07092], [-4.66366, 3.78817, -0.43413], [-6.72002, -1.87217, -0.45914], [6.91809, 2.73933, -1.17917], [-2.41400, 1.68004, 1.75052], [-3.70121, -3.71586, -1.61344]], "atomic_forces_ev_per_a": [[0.3378, 0.4472, -0.1937], [-0.2192, 0.1649, 0.0040], [-0.0592, 0.1202, -0.0730], [0.0205, 0.2906, -0.0857], [0.0279, -0.0481, -0.0645], [0.0280, -0.3133, 0.0919], [-0.1731, -0.1986, -0.1818], [0.0788, 0.0761, -0.0400], [0.0680, 0.2031, 0.1101], [-0.1364, -0.7185, 0.2412], [-0.1644, -0.0518, 0.1309], [0.2071, 0.2227, 0.4299], [-0.2686, 0.0612, -0.3180], [0.5253, -0.2091, -0.0638], [0.0165, 0.2058, -0.1611], [-0.0749, -0.0008, 0.0920], [0.3125, 0.1141, 0.0848], [-0.0748, 0.0114, 0.0135], [-0.3467, -0.1263, -0.1808], [-0.3221, -0.6769, 0.2667], [0.1685, 0.2931, -0.1226], [-0.4601, -0.1134, 0.1382], [0.1241, 0.2310, -0.0951], [0.1098, -0.0205, -0.0213], [0.7565, -0.0635, -0.1961], [-0.0107, -0.1160, 0.0352], [-0.5611, 0.5981, -0.0435], [-0.0164, 0.1254, 0.0231], [0.0148, -0.0430, -0.0268], [-0.0884, 0.1736, -0.0324], [-0.0044, 0.0354, 0.1246], [-0.0484, -0.0196, 0.0858], [0.0384, -0.1328, 0.0357], [-0.1081, -0.0211, 0.0415], [0.0828, -0.0296, -0.0107], [0.0298, -0.0247, 0.0355], [-0.0108, 0.0106, -0.0931], [0.1619, 0.0409, 0.0095], [0.0020, -0.0283, -0.0848], [0.0277, 0.0474, -0.0928], [0.0774, 0.0648, -0.0341], [-0.0058, -0.0933, 0.0281], [0.0701, -0.0458, 0.1212], [0.0255, -0.0761, -0.0215], [-0.1143, 0.0131, 0.0222], [-0.0251, 0.0620, -0.0171], [0.0650, 0.0720, -0.0353], [-0.0593, -0.1089, 0.0500], [-0.0561, -0.1146, 0.0466], [0.0135, 0.1305, -0.0590], [-0.1075, 0.0077, -0.0150], [0.1050, -0.1900, 0.0281], [-0.0521, -0.1288, 0.0589], [0.0729, -0.1096, 0.0142]], "nbo_charge": [0.412, -0.609, -0.614, -0.418, -0.475, -0.605, -0.621, -0.266, -0.204, -0.197, -0.400, -0.223, -0.229, -0.145, -0.607, 0.638, -0.419, -0.181, -0.196, 0.274, -0.430, -0.138, -0.155, 0.664, -0.288, -0.235, -0.116, 0.389, 0.202, 0.263, 0.206, 0.189, 0.194, 0.162, 0.218, 0.202, 0.186, 0.223, 0.193, 0.197, 0.203, 0.219, 0.193, 0.195, 0.203, 0.197, 0.221, 0.203, 0.213, 0.209, 0.200, 0.263, 0.232, 0.211]}



> Number 3 is which compound?

C21H27N3O2S